# 1
DFT (ωB97M-V with the def2-TZVPD basis set) results for a molecular structure, C28H39ClN3O2PS2Se2Y.

Structure (XYZ):
```
79
Properties=species:S:1:pos:R:3:mulliken_charge:R:1
H -2.54285 -2.32349 -1.07174 0.143
C 4.24458 0.12271 0.70781 0.693
C 3.53079 1.55552 -1.51643 -0.685
H -4.82020 5.66134 -2.74097 0.359
H 0.50700 3.62595 -2.12257 0.417
C -1.98648 -5.93096 -2.82307 -1.264
C -4.09284 5.06754 -2.20106 -0.388
H 3.22886 2.10891 -2.39736 0.382
H 2.63776 5.48163 1.93033 0.397
H 2.41870 5.17248 -2.33488 0.384
C 3.41138 -0.52747 -0.22153 0.299
C -0.83387 -2.21726 3.52656 -0.863
H 2.00992 0.62330 1.46777 0.022
H 0.38762 -4.27787 -2.18460 0.538
H 0.50052 1.12792 1.86185 -0.423
C -2.65437 4.76393 -0.30010 -0.498
C -2.73919 3.08583 -2.02093 -0.350
H -2.29864 -0.28769 1.23775 0.111
O -3.18785 -3.01514 -0.82299 -0.411
Cl 4.76667 -0.73892 2.15052 -0.250
H -1.38858 -0.12911 3.29655 0.091
H 4.66644 3.18694 -0.66711 0.404
C 4.33631 2.16327 -0.55474 -0.441
H -2.69920 -6.60770 -2.34526 0.429
H -4.07376 3.48524 -3.64934 0.400
H -2.72858 -1.23818 3.52435 0.492
H 2.59488 -2.32948 -0.97376 0.506
H -2.43989 -5.56541 -3.75496 0.429
C 0.96401 4.05150 -1.23659 -0.590
H -0.61441 -4.03450 -3.62589 0.558
C -3.05660 -3.98355 -1.84491 -1.482
S -1.56012 2.41173 2.01602 -0.451
C 2.04077 4.91299 -1.35350 -0.635
C 1.53835 -1.46463 3.54872 -0.907
C 1.07279 4.23443 1.15770 -0.205
C 3.09315 0.25901 -1.35600 -0.056
C 1.37806 0.03170 3.34175 -0.704
C 2.16546 5.08654 1.03937 -0.567
H 0.52580 0.40484 3.91200 0.329
H 0.77791 -3.19073 2.79634 0.341
N 1.14421 0.33927 1.92327 0.567
H -0.77110 -6.22494 -0.68974 0.493
Se -0.60129 -1.94873 -2.29592 -0.373
C -0.57532 -3.90795 -2.53943 -1.707
H -1.29140 -3.18242 3.30593 0.413
C -3.67426 3.84932 -2.71109 -0.649
H -3.23869 -3.52575 -2.82641 0.374
H 2.44806 -0.18572 -2.10728 0.374
H -2.42538 -1.94139 1.25025 0.274
H 2.26569 0.53964 3.72832 0.509
C 4.69597 1.42647 0.55938 -0.631
H -0.13153 -6.12377 -3.36864 0.374
H -3.90886 6.47447 -0.58692 0.373
H -2.26424 5.10743 0.65088 0.356
C -2.22581 3.54130 -0.81459 0.333
C 2.64488 5.43133 -0.21353 -0.412
C -1.34016 -5.31092 -0.52555 -1.416
H 0.67646 3.97058 2.13082 0.400
C 2.80827 -1.82470 -0.02540 -1.808
H 3.32973 -2.49045 0.65820 0.559
O -0.84294 -6.72223 -3.11533 -0.566
H 2.48652 -1.77972 3.11224 0.347
N -1.87039 -1.14868 1.56992 -0.301
H 1.56536 -1.68653 4.62445 0.382
C 0.46898 3.71369 0.02227 0.115
H -0.72404 -2.13050 4.61583 0.310
Y 0.33588 -1.52684 0.37700 0.083
C -1.75808 -1.11775 3.02899 -0.437
C -3.58082 5.52511 -0.99181 -0.705
P -0.97596 2.59448 0.12692 1.080
H -3.84943 -4.71788 -1.66804 0.429
S -0.55941 0.94156 -0.92922 -0.437
H 3.49336 6.09841 -0.30564 0.402
H 5.32834 1.85108 1.32888 0.423
H -2.25861 -5.58057 -0.00167 0.362
H -2.40739 2.13196 -2.41123 0.373
Se -0.26707 -4.27104 0.74630 -0.303
N 0.48257 -2.22107 2.86869 -0.068
C -1.71237 -4.72966 -1.89621 2.553
```

* HOMO level: -4.45 eV
* energy above the lowest of the compared OMol25 structures with the same formula, charge and spin: 0.601 eV
* net charge: -1
* frontier orbital gap: 6.89 eV

# 2
DFT (ωB97M-V with the def2-TZVPD basis set) results for a molecular structure, C28H39ClN5O4SZr.

Structure (XYZ):
```
79
Properties=species:S:1:pos:R:3:mulliken_charge:R:1
C -1.83251 -0.13859 -0.69576 0.460
C 3.07748 -4.27666 0.38775 -1.019
C -1.16906 -0.02153 3.87000 -0.558
H -4.41736 3.28842 -0.90101 0.395
O 3.48861 0.76824 -0.78402 -0.537
C -0.86097 -1.61217 -2.49024 -0.694
H 5.94828 1.08261 -1.67497 0.300
H -2.19650 2.68664 4.71583 0.379
C 2.32812 -5.38847 0.11479 0.034
H -5.63010 2.85637 -2.87239 0.338
O 0.63272 0.90789 -0.13896 -0.746
Cl 3.09156 -6.87714 -0.32995 -0.210
N 2.89250 3.60135 2.77926 -0.325
H -0.96078 -0.74687 -3.14696 0.506
H 4.34402 -2.08821 1.02634 0.326
C -3.02366 -2.57319 -3.53053 -0.396
H -0.99460 -3.12303 -3.96624 0.439
H -4.70145 1.55921 -0.92270 0.202
N -1.32391 -1.27830 -1.15121 0.500
H -1.34560 3.31315 3.30560 0.371
C 3.57662 3.21094 1.66859 0.928
H 0.21212 -1.80953 -2.42438 0.271
C 3.25877 -1.92687 1.01103 -0.511
C 0.93116 -5.32533 0.20206 -0.707
H 0.35054 -6.21475 -0.00540 0.468
C -2.66085 2.14523 -1.18897 -0.953
N 3.14931 2.13906 1.03357 0.182
C 3.79285 1.73474 -0.12297 -0.202
H 3.06473 4.52760 3.13171 0.258
H -3.05460 -1.72455 -4.22337 0.248
H -5.04064 1.37007 -4.67096 0.445
H 2.53343 0.83016 4.54099 0.362
C -4.54486 1.21922 -3.71200 -0.897
Zr 0.84162 0.13343 1.38501 1.286
H -2.07357 0.62504 -2.52688 0.046
H -0.78269 -4.11948 0.64296 0.527
H 0.87108 2.62853 4.25353 1.043
H 6.18414 4.09891 -0.26937 0.338
H -2.20701 -0.26831 3.68995 0.581
C 2.44424 -3.06804 0.73470 0.733
C -4.59931 2.49532 -2.87618 -0.608
C 1.50126 0.57943 4.33197 -0.631
C -1.79035 2.41763 3.73856 -1.687
H -3.34181 -3.44043 -4.11343 0.356
H -2.61446 2.09823 3.10303 0.295
S -2.04767 -0.00224 1.01940 -0.583
H 4.80885 2.05533 -2.60150 0.294
C 1.03430 -2.98976 0.82426 0.533
N -2.19832 0.80820 -1.54527 0.168
C 0.29623 -4.15730 0.55421 -0.606
C -0.78001 1.31864 3.89315 1.036
C 5.53792 2.08286 -1.79539 -0.915
N 4.89169 2.51209 -0.55980 0.142
H 1.93998 3.28607 2.82437 0.186
H 5.04723 4.82918 1.82681 0.379
C -1.57861 -2.81231 -3.09628 -0.756
H -5.04077 -2.33143 -2.78898 0.401
H -3.52395 0.90347 -3.94024 0.173
C 5.32707 3.57652 0.13405 0.036
C 4.71135 3.96922 1.26994 -1.211
C -4.02330 -2.35747 -2.39767 -0.838
C -4.15118 2.36400 -1.42038 -0.522
C -0.25092 -1.04133 4.06891 -0.449
H -4.01143 3.27983 -3.36332 0.277
H -1.07804 -1.92097 -0.41292 -0.355
H -3.96948 -3.17121 -1.67115 0.330
O 0.41194 -1.88895 1.15687 0.408
C 0.56721 1.59767 4.12916 -0.940
H -3.85616 -1.42359 -1.86139 -0.031
H -2.06799 2.86454 -1.75932 0.506
C 1.09005 -0.74735 4.30288 -0.442
H 6.33238 2.78504 -2.03417 0.320
H 1.80398 -1.54369 4.46706 0.426
O 2.85409 -0.77800 1.23006 -0.446
H 4.15807 -4.31928 0.32854 0.450
H -2.42613 2.28253 -0.13665 0.239
H -5.04314 0.39167 -3.20379 0.218
H -0.57783 -2.07085 4.01790 0.369
H -1.53590 -3.64710 -2.38775 0.268
```

* HOMO level: -10.84 eV
* energy above the lowest of the compared OMol25 structures with the same formula, charge and spin: 1.417 eV
* net charge: +1
* frontier orbital gap: 7.85 eV

What is the formula in the second record?
C28H39ClN5O4SZr

Among the records above, which one has the highest energy above the lowest of the compared OMol25 structures with the same formula, charge and spin?
C28H39ClN5O4SZr